Entry 1:
Below is a structure of composition C33H30F5GeIrNO7P2, with properties calculated with ωB97M-V with the def2-TZVPD basis set.

```
! wB97M-V def2-TZVPD RIJCOSX def2/J DEFGRID3
* xyz 0 2
Ir 0.212 1.091 -0.461
N -1.310 3.514 2.390
C -0.405 4.076 1.320
C -0.279 5.580 1.503
P 1.208 3.232 1.711
O 2.285 3.955 0.803
O 1.400 3.471 3.152
O 1.027 1.777 1.273
P -1.027 3.554 -0.318
O -2.239 4.573 -0.559
O 0.046 3.660 -1.342
O -1.606 2.154 -0.075
H -0.780 3.492 3.273
H -1.584 2.543 2.162
H -2.162 4.064 2.502
H 0.185 5.809 2.463
H -1.254 6.066 1.433
H 0.357 5.982 0.715
H 2.366 3.559 -0.076
H -2.298 4.859 -1.477
F 4.986 -3.854 -2.348
C 4.258 -2.786 -1.997
C 2.888 -2.872 -1.881
F 2.269 -4.036 -2.106
C 2.141 -1.766 -1.516
F 0.812 -1.940 -1.392
C 2.716 -0.527 -1.234
O 2.105 0.567 -0.839
C 4.115 -0.477 -1.365
F 4.743 0.676 -1.101
C 4.868 -1.570 -1.736
F 6.197 -1.462 -1.838
C -2.319 1.510 4.825
C -3.131 1.111 3.770
C -2.576 0.456 2.674
C -1.206 0.191 2.604
C -0.409 0.590 3.681
C -0.955 1.242 4.780
Ge -0.463 -0.703 0.996
C 1.078 -1.807 1.472
C 2.230 -1.196 1.971
C 3.379 -1.937 2.214
C 3.396 -3.301 1.961
C 2.258 -3.922 1.466
C 1.111 -3.180 1.223
C -1.988 -1.740 0.340
C -2.288 -2.977 0.914
C -3.415 -3.690 0.528
C -4.274 -3.169 -0.430
C -4.007 -1.929 -0.990
C -2.875 -1.221 -0.602
H -2.748 2.008 5.686
H -4.197 1.300 3.802
H -3.227 0.150 1.863
H 0.658 0.409 3.661
H -0.312 1.544 5.597
H 2.253 -0.125 2.124
H 4.268 -1.441 2.585
H 4.296 -3.877 2.139
H 2.268 -4.983 1.250
H 0.251 -3.678 0.793
H -1.644 -3.392 1.680
H -3.625 -4.652 0.979
H -5.152 -3.725 -0.733
H -4.680 -1.507 -1.726
H -2.705 -0.239 -1.030
C -0.337 0.758 -2.653
C -0.354 -0.130 -3.750
C 0.092 0.350 -5.006
C 0.086 -0.463 -6.118
C -0.376 -1.773 -6.024
C -0.845 -2.257 -4.805
C -0.840 -1.456 -3.683
H -0.829 0.304 -1.728
H -0.163 1.812 -2.822
H 0.455 1.368 -5.075
H 0.445 -0.081 -7.065
H -0.379 -2.411 -6.897
H -1.218 -3.270 -4.734
H -1.223 -1.837 -2.748
*
```

HOMO energy (spin up / spin down) in eV: -7.64 / -7.73
Molar mass in Da: 974.37
Expectation value of S²: 0.79
E in hartree: -5220.4075
Energy above the lowest of the compared OMol25 structures with the same formula, charge and spin in kcal per mole: 5.5
Strongest force on any atom in eV Å⁻¹: 0.58

---

Entry 2:
Below is the molecule C4H2ClNO2, with properties calculated with ωB97M-V with the def2-TZVPD basis set.

```
! wB97M-V def2-TZVPD RIJCOSX def2/J DEFGRID3
* xyz 0 1
O 2.548 -1.813 -0.332
C 1.458 -1.461 -0.235
C 0.203 -1.076 -0.146
N -0.546 -0.809 1.061
C -1.171 0.256 0.762
C -0.747 0.812 -0.477
Cl 1.061 1.763 -0.010
O -0.231 -0.206 -1.197
H -1.628 0.762 1.491
H -0.947 1.772 -0.917
*
```

HOMO energy in eV: -9.29
Molar mass in Da: 131.52
SMILES: O=C=C1N=C[C@@H](Cl)O1
E in hartree: -818.9325
Energy above the lowest of the compared OMol25 structures with the same formula, charge and spin in kcal per mole: 71.0
Strongest force on any atom in eV Å⁻¹: 3.83

---

Entry 3:
Below is a cluster of 2 separate species, C16H27NO in total, with properties calculated with ωB97M-V with the def2-TZVPD basis set.

```
! wB97M-V def2-TZVPD RIJCOSX def2/J DEFGRID3
* xyz 0 1
C 4.507 0.859 2.914
H 4.725 1.720 2.307
H 5.367 0.403 3.428
H 4.418 0.050 2.106
C 3.553 0.970 3.695
C 2.197 1.465 3.060
C 1.329 0.601 2.542
C 0.333 0.641 1.736
C 0.055 2.016 1.544
C 0.795 3.062 1.992
C 1.811 2.585 2.984
H 2.604 3.354 3.358
H 0.723 4.135 1.727
H -0.965 2.295 0.950
O -0.518 -0.220 1.130
C -0.419 -1.408 1.355
C -1.433 -2.169 0.410
H -1.432 -3.240 0.873
C -1.325 -2.413 -1.035
H -2.004 -2.971 -1.368
H -0.143 -2.569 -1.230
C -1.702 -0.821 -1.425
N -1.621 -0.854 -2.967
C -0.329 -0.938 -3.490
C 0.075 -0.511 -4.847
H 0.950 -0.397 -5.310
H -0.132 0.939 -4.810
H -0.774 -0.713 -5.613
H 0.497 -0.576 -2.805
H -0.071 -2.042 -3.846
C -2.643 -1.576 -3.712
C -3.560 -0.496 -4.189
H -4.129 0.039 -3.293
H -4.409 -0.849 -4.759
H -3.191 0.368 -4.831
H -2.378 -2.091 -4.557
H -2.994 -2.359 -3.189
H -1.137 0.023 -1.122
H -2.649 -0.635 -1.273
H -2.492 -1.880 0.966
H 0.494 -1.650 0.826
H -0.551 -1.670 2.556
H 1.624 -0.581 2.759
H 3.266 0.134 4.319
H 3.662 1.654 4.713
*
```

HOMO energy in eV: -7.44
Molar mass in Da: 249.40
E in hartree: -755.3059
Energy above the lowest of the compared OMol25 structures with the same formula, charge and spin in kcal per mole: 358.2
Strongest force on any atom in eV Å⁻¹: 19.26

---

Entry 4:
Below is a cluster of 3 separate species, C3H13NO3 in total, with properties calculated with ωB97M-V with the def2-TZVPD basis set.

```
! wB97M-V def2-TZVPD RIJCOSX def2/J DEFGRID3
* xyz 0 1
C 0.077 -0.541 -1.590
C 1.093 -0.548 -0.471
N 0.608 -0.069 0.886
C 1.479 0.057 2.001
O 2.892 0.512 1.745
H 0.677 -0.762 -2.551
H -0.625 -1.478 -1.551
H -0.401 0.409 -1.652
H 1.993 -0.119 -0.765
H 1.567 -1.438 -0.300
H -0.014 0.711 0.739
H 1.167 0.908 2.645
H 1.718 -0.839 2.585
H 3.103 1.038 0.973
O -2.297 4.182 3.686
H -1.815 4.871 4.108
H -2.694 3.587 4.312
O -2.443 -3.353 -4.978
H -3.201 -3.223 -5.598
H -2.884 -3.906 -4.226
*
```

HOMO energy in eV: -8.91
Molar mass in Da: 111.14
SMILES: CCNCO.O.O
E in hartree: -402.4984
Energy above the lowest of the compared OMol25 structures with the same formula, charge and spin in kcal per mole: 51.5
Strongest force on any atom in eV Å⁻¹: 3.56